17
Properties=species:S:1:pos:R:3 method="wB97M-V/def2-TZVPD" lumo_ev=1.1 e_above_lowest_kj_mol=97.9 homo_ev=-9.55 gap_ev=10.60
C 2.079 0.355 0.097
C 0.598 0.105 -0.030
C -0.083 -1.158 0.542
C -0.871 -0.933 -0.752
C -1.723 0.272 -0.331
C -0.538 1.097 0.352
O 0.263 -0.305 -1.379
H 2.383 1.274 -0.412
H 2.594 -0.477 -0.396
H 2.415 0.390 1.137
H -0.665 -0.946 1.442
H 0.508 -2.065 0.645
H -1.283 -1.749 -1.349
H -2.573 -0.054 0.284
H -2.131 0.778 -1.212
H -0.460 2.110 -0.047
H -0.518 1.184 1.450